Entry 1:
Below is C42H49IrN4O8P2Te as an isolated structure, with properties calculated with the ωB97M-V functional and the def2-TZVPD basis.

```
107
Properties=species:S:1:pos:R:3:lowdin_charge:R:1
Ir 0.29 -0.19 1.69 1.115
O -3.79 0.00 2.46 -0.185
P -2.35 -0.71 2.77 0.138
O -2.45 -1.70 3.84 -0.267
O -1.82 -1.09 1.40 -0.492
O -1.52 0.64 3.21 -0.366
P -0.34 0.57 4.38 0.195
O 0.19 2.10 4.23 -0.149
O -0.90 0.36 5.72 -0.265
O 0.76 -0.32 3.81 -0.395
H -4.27 0.04 3.30 0.071
H 0.70 2.19 3.41 0.043
C 4.87 -2.80 3.40 -0.019
C 5.37 -3.60 2.23 -0.214
C 6.70 -3.99 2.14 -0.047
C 7.15 -4.80 1.11 -0.093
C 6.26 -5.23 0.13 -0.095
C 4.94 -4.84 0.19 -0.018
C 4.49 -4.01 1.22 -0.220
N 3.13 -3.64 1.26 0.137
C 2.63 -2.35 1.16 -0.346
N 3.55 -1.42 0.82 0.163
C 3.45 -0.03 0.79 -0.163
C 2.17 0.58 0.47 -0.279
C 2.14 2.03 0.59 -0.082
C 3.26 2.74 0.91 -0.114
C 4.50 2.11 1.03 -0.088
C 4.60 0.73 0.93 -0.236
C 5.96 0.07 0.99 -0.044
N 1.37 -2.12 1.33 0.054
C 0.58 -3.16 1.88 -0.277
C 0.67 -3.47 3.23 -0.026
C -0.08 -4.51 3.76 -0.076
C -0.91 -5.25 2.93 -0.091
C -1.02 -4.92 1.59 -0.049
C -0.29 -3.87 1.04 -0.227
C -0.45 -3.46 -0.39 -0.035
H 5.56 -2.89 4.24 0.082
H 3.88 -3.16 3.71 0.082
H 4.75 -1.74 3.17 0.074
H 7.39 -3.69 2.92 0.110
H 8.19 -5.10 1.07 0.098
H 6.60 -5.87 -0.67 0.099
H 4.23 -5.15 -0.57 0.114
H 2.44 -4.37 1.17 0.148
H 4.49 -1.78 0.74 0.109
H 1.21 2.52 0.35 0.083
H 3.20 3.82 1.03 0.095
H 5.40 2.70 1.19 0.088
H 6.73 0.83 0.97 0.073
H 6.11 -0.58 0.12 0.084
H 6.10 -0.53 1.89 0.065
H 1.29 -2.85 3.86 0.107
H -0.02 -4.72 4.82 0.103
H -1.49 -6.07 3.34 0.095
H -1.70 -5.47 0.96 0.104
H -1.09 -4.16 -0.93 0.076
H 0.52 -3.40 -0.90 0.075
H -0.90 -2.47 -0.42 0.056
C 0.21 -0.50 -2.49 -0.001
C 0.50 0.11 -1.15 -0.553
O 1.79 0.07 -0.86 0.008
N -0.32 0.64 -0.34 -0.184
Te -2.56 0.89 -0.62 1.734
C -4.21 1.18 -2.14 -0.317
C -5.09 2.26 -2.03 -0.289
C -4.99 3.25 -0.90 -0.063
C -6.12 2.42 -2.96 -0.023
C -6.30 1.51 -4.00 -0.279
C -7.41 1.69 -5.00 -0.059
C -5.44 0.43 -4.08 -0.030
C -4.41 0.25 -3.17 -0.318
C -3.53 -0.97 -3.31 -0.082
C -1.82 2.85 -1.17 -0.336
C -1.61 3.79 -0.15 -0.311
C -1.95 3.53 1.29 -0.063
C -1.09 5.04 -0.47 -0.019
C -0.78 5.40 -1.78 -0.273
C -0.18 6.74 -2.10 -0.056
C -1.00 4.46 -2.77 -0.021
C -1.50 3.19 -2.49 -0.275
C -1.68 2.24 -3.64 -0.061
H 0.92 -1.30 -2.67 0.088
H 0.32 0.25 -3.28 0.083
H -0.81 -0.89 -2.50 0.041
H -4.69 2.73 0.02 0.052
H -5.94 3.75 -0.72 0.078
H -4.24 4.01 -1.12 0.080
H -6.79 3.26 -2.86 0.111
H -8.06 2.52 -4.73 0.069
H -8.02 0.78 -5.07 0.076
H -7.01 1.89 -6.00 0.077
H -5.58 -0.30 -4.87 0.116
H -4.07 -1.79 -3.77 0.077
H -3.16 -1.29 -2.34 0.036
H -2.66 -0.74 -3.95 0.074
H -1.85 2.49 1.55 0.015
H -2.99 3.83 1.50 0.087
H -1.31 4.11 1.95 0.085
H -0.94 5.76 0.33 0.116
H -0.22 7.40 -1.23 0.070
H -0.71 7.22 -2.92 0.075
H 0.86 6.63 -2.39 0.080
H -0.76 4.71 -3.80 0.117
H -0.92 2.41 -4.40 0.084
H -2.67 2.37 -4.10 0.089
H -1.62 1.21 -3.29 0.014
```

Properties
net charge: -1
expectation value of S²: 0.988
relative energy (zero: lowest compared OMol25 entry of this formula, charge and spin): 130.1 kcal per mole
multiplicity: 2

---

Entry 2:
Below is a 9-piece molecular cluster, C20H41BBr16IO2 overall, with properties calculated with the ωB97M-V functional and the def2-TZVPD basis.

```
81
Properties=species:S:1:pos:R:3:lowdin_charge:R:1
C 5.20 5.17 -2.28 -0.099
C 4.86 6.49 -3.00 -0.265
C 3.37 6.77 -3.09 -0.778
I 3.29 9.01 -3.73 0.535
C 2.52 6.64 -1.80 -0.268
O 1.25 6.29 -2.26 -0.103
B 1.59 5.32 -3.33 -0.584
O 2.74 6.09 -4.03 -0.093
H 4.33 4.55 -2.10 0.053
H 5.74 5.37 -1.37 0.069
H 5.86 4.59 -2.91 0.003
H 5.33 7.32 -2.49 0.068
H 5.26 6.47 -4.01 0.098
H 2.46 7.61 -1.31 0.083
H 2.94 5.86 -1.16 0.107
H 2.12 4.30 -2.84 0.073
H 0.67 5.07 -4.08 0.025
Br 0.90 0.41 -1.84 0.598
C -0.38 1.82 -1.40 -0.671
C -1.55 1.84 -2.35 -0.730
Br -1.04 2.63 -4.04 0.677
H 0.18 2.75 -1.42 0.050
H -0.70 1.60 -0.38 0.051
H -2.34 2.48 -1.95 0.023
H -1.94 0.85 -2.54 0.001
Br -2.15 -1.98 -1.51 0.639
C -0.84 -3.15 -2.35 -0.663
C -0.36 -4.19 -1.38 -0.687
Br 0.87 -3.46 -0.07 0.599
H -0.05 -2.51 -2.72 0.031
H -1.36 -3.62 -3.18 0.061
H 0.20 -4.98 -1.89 0.062
H -1.17 -4.64 -0.82 0.003
Br 8.57 4.08 -4.40 0.634
C 9.19 2.37 -3.72 -0.708
C 8.13 1.31 -3.80 -0.708
Br 6.77 1.53 -2.44 0.637
H 9.52 2.54 -2.70 0.046
H 10.05 2.10 -4.33 0.052
H 8.57 0.33 -3.63 0.052
H 7.62 1.32 -4.76 0.049
Br -5.48 3.06 -1.54 0.631
C -5.29 2.27 0.23 -0.703
C -4.55 0.96 0.17 -0.675
Br -5.66 -0.47 -0.56 0.583
H -6.30 2.14 0.62 -0.065
H -4.74 2.99 0.82 0.066
H -4.27 0.63 1.17 0.059
H -3.67 1.01 -0.46 0.023
Br 3.75 -5.32 1.79 0.594
C 3.36 -4.27 3.38 -0.689
C 2.50 -4.99 4.39 -0.690
Br 0.62 -5.12 3.90 0.598
H 2.89 -3.36 3.02 0.048
H 4.32 -4.03 3.81 0.058
H 2.51 -4.42 5.32 0.059
H 2.84 -6.00 4.58 0.031
Br 2.32 -9.00 6.15 0.606
C 0.72 -8.46 7.10 -0.692
C 0.75 -7.01 7.47 -0.702
Br 1.94 -6.65 8.96 0.600
H 0.64 -9.11 7.97 0.048
H -0.11 -8.65 6.42 0.060
H -0.24 -6.68 7.80 0.062
H 1.08 -6.38 6.65 -0.001
Br -11.37 3.15 0.06 0.606
C -10.12 1.82 -0.60 -0.694
C -9.76 0.82 0.47 -0.677
Br -8.52 1.57 1.76 0.669
H -9.26 2.36 -0.97 0.047
H -10.63 1.32 -1.42 0.059
H -9.24 -0.03 0.02 0.051
H -10.62 0.47 1.02 0.049
Br -3.27 -3.23 4.19 0.596
C -3.02 -2.98 2.28 -0.701
C -3.71 -4.04 1.47 -0.694
Br -2.76 -5.73 1.55 0.613
H -1.95 -2.97 2.10 0.037
H -3.43 -2.00 2.05 0.044
H -3.73 -3.76 0.42 0.015
H -4.72 -4.24 1.82 0.051
```

Properties
net charge: -1
calculated total energy: -1154960.7892 eV